Molecular formula: C31H48BrCl2F3ILi3MgNO14S
Method: DFT, the ωB97M-V functional and the def2-TZVPD basis

Each line ends with the Mulliken charge.
Atoms and positions in Å:
O: 0.7557 0.2752 8.0674  -0.68
H: -1.9679 0.0489 -1.7211  0.50
Br: -1.6534 8.6708 1.9029  -0.66
O: 2.6515 -1.2881 -0.6865  -0.75
H: 0.5033 -1.4650 -8.0680  0.38
C: -1.0181 4.9055 -0.6418  -0.58
O: 3.9467 6.0867 3.7783  -0.52
Mg: 3.1144 7.9555 3.0028  0.90
O: -1.8553 -0.6294 -4.6568  -0.24
C: -0.6429 1.0421 -0.0805  0.26
H: -3.6303 -1.9301 0.2963  0.16
H: 1.1768 -1.6111 -5.7919  0.45
H: 1.0712 3.7570 0.6787  0.08
H: 2.5545 1.1698 1.5180  0.41
C: -1.7794 6.1283 -0.0653  0.39
F: -2.3666 -1.5932 4.0767  -0.29
H: -3.3914 2.1658 0.1577  0.21
H: 0.3347 2.7325 -1.3431  -0.12
C: -0.6809 2.2489 -1.1420  -0.36
H: 1.7581 -10.2256 0.8319  0.40
Cl: 4.9869 5.0507 3.8009  1.65
Li: -0.6479 -0.2418 5.4972  0.85
O: 0.2195 -1.8319 -1.2857  -0.37
H: 3.8862 3.3293 1.2415  0.22
C: -1.0234 -1.6100 -0.5819  1.32
Li: 4.2325 -7.5899 -0.5411  0.93
H: -0.1511 -1.3543 -3.8572  -0.39
H: 3.6054 1.2123 -0.6338  0.41
H: -3.0231 -2.0496 -5.6573  0.36
H: -2.5781 -0.0671 -0.0045  0.26
H: -4.8787 -2.8619 -2.4406  0.28
C: 0.7738 -8.3807 0.3257  -0.58
C: -3.8087 4.4450 0.7058  -0.80
C: 2.9137 -7.1199 1.5906  -1.35
C: -1.0640 7.5575 -0.1861  -1.21
H: -1.1175 1.4528 0.8893  0.87
H: 0.0307 -6.3948 -0.0486  0.14
H: -1.1123 -0.8983 -7.6796  0.29
C: -1.2119 -1.7047 3.2334  1.01
I: -1.3226 -4.5094 -1.8730  0.15
C: 0.2263 -1.0914 -5.9548  0.18
F: -0.2857 -0.6808 3.6604  -0.28
H: -4.8137 4.2620 1.2081  0.33
O: 5.0942 4.5198 5.1324  -0.59
H: 4.9256 3.1363 -0.2504  0.36
C: -4.7223 -2.0672 -1.6380  -1.01
O: 6.2436 5.6332 3.4038  -0.65
H: 2.4087 2.3180 -1.4682  0.15
C: -2.1208 -2.5299 -1.3739  -0.63
H: 3.5259 4.3186 -0.3544  0.19
H: 0.2312 2.6562 2.0001  0.29
H: -0.0339 7.3859 -0.6914  0.28
C: 2.8653 -8.5126 1.5230  -0.63
H: -2.3059 -2.0076 -2.3879  0.19
Li: -3.1408 8.0095 3.9557  0.88
C: 2.8931 2.1075 -0.4591  -0.23
H: -3.7289 6.7248 1.0804  0.53
H: 1.9372 -5.2762 1.0665  0.55
Cl: 0.1674 0.4286 9.3890  1.66
H: -5.6779 -1.7934 -1.0652  0.37
C: -3.5465 -2.5880 -0.6339  -0.20
H: 3.7476 -6.6266 2.0889  0.79
H: -0.0619 -8.8705 -0.1634  0.40
O: 5.0817 -5.1183 3.0812  -0.78
F: -0.7275 -3.0053 3.4174  -0.20
O: 4.6201 4.0016 2.8803  -0.65
O: -1.5951 -1.3824 1.9215  -0.34
C: -1.6023 3.4464 -0.5469  0.12
H: 0.0090 4.9963 -1.1584  0.18
C: 0.8246 -6.9897 0.3904  0.13
H: -3.7945 -3.6754 -0.3448  0.42
C: -2.9394 -0.9695 -5.5072  -0.89
C: -2.9883 3.2431 0.1046  -0.17
C: 1.8959 -6.3595 1.0197  -0.20
C: -0.2941 -1.5263 -7.3218  -1.47
H: 3.6602 -9.1057 1.9649  0.46
H: 1.9368 3.3439 2.2381  0.36
H: 0.1353 -2.3229 1.1783  0.58
N: 0.4922 0.3513 -5.9828  -0.74
O: 0.5808 1.6925 9.9518  -0.62
C: -0.7109 -1.4730 -4.7912  0.27
O: 1.4977 0.0708 -2.4096  -0.59
C: -1.6088 -0.1224 -0.6340  -1.71
C: 1.8842 1.6500 0.7042  -0.14
H: -0.4104 0.8278 -5.9635  0.35
H: -4.3541 -1.1052 -2.1342  0.18
H: -1.1330 1.9899 -2.1555  0.55
H: -1.4062 -3.3338 0.9233  0.14
H: -0.8122 7.8936 0.9240  0.32
C: -0.9927 -2.2575 0.9190  -1.20
O: -1.2771 0.3963 9.2696  -0.69
H: -0.6441 -2.5625 -7.2965  0.32
C: 1.2038 2.9233 1.4695  -0.88
C: -3.1474 5.8607 0.6131  -0.27
H: -2.8407 -0.4579 -6.4665  0.29
C: 3.8320 3.3033 0.0877  -0.94
H: -1.0093 -2.5277 -4.8416  0.40
C: 0.8225 0.5175 0.2953  -0.02
O: 0.6098 -0.6517 10.2376  -0.62
S: 1.3525 -0.6187 -1.0600  1.35
H: -1.7051 8.3073 -0.7609  0.39
H: 4.5803 -4.3057 3.1213  0.20
H: 0.6966 -0.1433 1.2381  -0.18
C: 1.7952 -9.1429 0.8873  -0.14
H: -3.8603 -0.6135 -5.0389  0.27
H: 0.9243 0.6209 -5.0995  0.26

Output
**HOMO-LUMO gap**: 1.051 eV
**Max |F|**: 8.7 eV/A
**2S+1**: 1
**Total charge**: +1
**Lowest unoccupied orbital energy**: -0.269 Ha
**Molar mass**: 1070.621 g mol⁻¹
**Energy**: -7029.35673 a.u.